Entry 1:
{
  "formula": "C8H17N2S",
  "method": "ωB97M-V with the def2-TZVPD basis set",
  "elements": ["C", "C", "S", "C", "N", "C", "C", "N", "C", "C", "C", "H", "H", "H", "H", "H", "H", "H", "H", "H", "H", "H", "H", "H", "H", "H", "H", "H"],
  "coordinates": [[-1.5758, 1.4237, 1.6058], [-0.2689, 0.6683, 1.2672], [0.9418, 1.2363, 2.5513], [-0.4785, -0.8676, 1.6388], [-1.3933, -1.3251, 0.5459], [-0.9536, -1.4575, -0.8355], [-0.3985, -0.1530, -1.2403], [0.6734, -0.3715, -2.2378], [1.7970, 0.4723, -1.8637], [1.6735, 0.3858, -0.2997], [0.2550, 0.7939, -0.1412], [-1.5648, 2.4686, 1.2966], [-1.7951, 1.4743, 2.6814], [-2.5341, 1.1431, 1.2134], [1.5880, 0.0396, 2.7839], [0.4798, -1.4011, 1.5827], [-0.9832, -1.0735, 2.5380], [-1.9944, -1.9839, 0.8721], [-1.7224, -1.7719, -1.4621], [-0.1877, -2.2820, -0.8189], [-1.1794, 0.3493, -1.8010], [0.3809, -0.4199, -3.1632], [0.9816, -1.3425, -2.0153], [1.3834, 1.4303, -2.0359], [2.7129, 0.3970, -2.3860], [1.7285, -0.6498, 0.1609], [2.3882, 1.0152, 0.0414], [0.0456, 1.8019, -0.4787]],
  "forces_ev_per_angstrom": [[-0.11, 1.18, 0.40], [-0.95, -1.84, 2.91], [0.46, -0.16, -0.05], [-0.15, 0.92, -4.45], [1.17, 2.04, -0.20], [1.77, -1.44, 3.87], [-1.07, 1.93, -0.28], [1.73, -3.13, 1.77], [-1.00, 0.72, 2.05], [-0.51, -2.32, -2.15], [-1.19, -0.56, -0.51], [0.63, 0.25, -0.02], [0.62, -0.25, -0.14], [-0.10, -1.19, -0.86], [-0.45, 0.77, -0.32], [-0.03, -0.03, 0.29], [-0.38, 0.22, 1.26], [-2.05, -2.32, 0.59], [-1.51, -0.53, -0.94], [0.05, 0.46, -0.63], [-0.19, 0.49, 0.26], [-0.70, 0.50, -2.27], [-0.13, 0.42, -0.49], [0.28, 1.48, -0.52], [0.82, -0.87, -0.46], [0.69, 1.05, -0.84], [2.01, 1.82, 1.78], [0.29, 0.38, -0.03]],
  "lowdin_charge": [-0.11, -0.71, 0.83, -0.16, -0.03, -0.15, -0.19, 0.08, -0.05, -0.12, -0.26, 0.08, 0.08, 0.07, -0.09, 0.10, 0.12, 0.08, 0.12, 0.14, 0.17, 0.17, 0.18, 0.12, 0.14, 0.15, 0.08, 0.15],
  "molar_mass_g_mol": 173.3,
  "e_tot_ha": -822.4196,
  "charge": 1,
  "lumo_ev": -3.1026,
  "orbital_gap_ev": 9.06
}

Entry 2:
{
  "formula": "C8H17N3",
  "method": "ωB97M-V with the def2-TZVPD basis set",
  "elements": ["C", "C", "C", "C", "C", "C", "N", "C", "N", "C", "N", "H", "H", "H", "H", "H", "H", "H", "H", "H", "H", "H", "H", "H", "H", "H", "H", "H"],
  "coordinates": [[1.9276, -1.2614, -0.0184], [1.0333, -0.0131, -0.2254], [1.8358, 1.2436, 0.0179], [0.7992, -0.1140, -1.7563], [-0.3316, -0.0477, 0.6421], [-0.0274, 0.0691, 2.1413], [-1.0715, 1.1815, 0.2411], [-2.2979, 1.2211, -0.1999], [-2.9859, 0.0298, -0.3288], [-2.2548, -1.1569, -0.3268], [-1.0623, -1.2233, 0.1326], [2.8427, -1.1548, -0.4286], [1.5839, -2.1214, -0.3868], [2.1069, -1.3841, 0.9927], [2.7930, 1.2761, -0.6524], [1.4601, 2.2380, -0.2274], [2.0831, 1.4557, 0.9654], [1.6660, -0.3175, -2.3227], [0.4017, 0.8074, -2.1205], [0.0091, -0.7225, -2.1561], [-1.0459, 0.0017, 2.6119], [0.1261, 1.1266, 2.4295], [0.6399, -0.7208, 2.4032], [-0.2988, 1.8318, 0.2618], [-2.9195, 2.0173, -0.4598], [-3.9804, -0.1523, -0.4826], [-2.5478, -2.1302, -0.7018], [-0.4847, -1.9795, -0.0451]],
  "forces_ev_per_angstrom": [[-1.90, 3.24, 2.70], [0.20, -1.20, -1.86], [1.28, 0.64, -3.70], [-2.01, 1.45, 0.43], [2.33, 0.52, -1.25], [-3.59, 0.49, -0.54], [-1.27, -1.41, -0.63], [0.88, -2.21, 1.02], [1.53, -2.51, 0.18], [0.38, -0.03, 0.47], [-1.11, 3.42, 1.17], [2.94, 0.87, -1.62], [-1.89, -3.45, -1.62], [0.52, -0.54, 2.26], [-1.62, -0.46, 1.38], [-1.08, 0.00, -0.82], [1.49, -0.18, 3.81], [1.12, -0.26, -0.27], [0.15, 1.31, -0.36], [-0.25, -1.34, 0.37], [0.89, -0.82, 0.14], [1.16, -0.66, -0.36], [0.57, 0.00, 0.82], [-0.61, 1.85, -0.49], [-0.13, 2.04, -0.30], [0.12, 1.16, -0.17], [-1.26, 0.36, -0.40], [1.14, -2.31, -0.35]],
  "lowdin_charge": [0.00, -0.45, -0.03, -0.03, -0.34, 0.06, 0.22, 0.09, 0.18, 0.06, 0.23, 0.08, 0.06, 0.08, 0.17, 0.10, 0.05, 0.10, 0.08, 0.08, 0.12, 0.13, 0.10, 0.16, 0.17, 0.20, 0.20, 0.15],
  "molar_mass_g_mol": 155.2,
  "e_tot_ha": -478.5802,
  "charge": 2,
  "lumo_ev": -9.6563,
  "orbital_gap_ev": 9.04
}

Entry 3:
{
  "formula": "C8H17N3",
  "method": "ωB97M-V with the def2-TZVPD basis set",
  "elements": ["C", "C", "C", "C", "C", "C", "C", "C", "N", "N", "N", "H", "H", "H", "H", "H", "H", "H", "H", "H", "H", "H", "H", "H", "H", "H", "H", "H"],
  "coordinates": [[3.3104, 1.0154, -0.2518], [3.7760, 1.9250, -1.1177], [2.0626, 1.2090, 0.4825], [1.0513, 1.9976, -0.0942], [2.8724, 3.0745, -1.4189], [-0.1408, 2.5230, 0.5510], [-3.5609, -3.2926, 0.0632], [-4.0578, -4.5873, -0.1394], [-4.3674, -5.3404, 0.9258], [1.4477, 2.5544, -1.4715], [1.9434, 0.6985, 1.7542], [3.9356, 0.1107, 0.0269], [4.8025, 1.7891, -1.5366], [2.8870, 3.8557, -0.6289], [3.1635, 3.4536, -2.3273], [0.1742, 3.2099, 1.3824], [-0.6647, 1.5938, 1.0514], [-0.7806, 3.0498, -0.1364], [-2.7254, -2.9318, -0.5705], [-3.4790, -3.2623, 1.1936], [-4.4404, -2.8069, -0.1795], [-3.9731, -4.9953, -1.1709], [-4.8497, -6.2705, 0.8781], [-4.2704, -5.0661, 1.8612], [1.2049, 1.8589, -2.1105], [0.6640, 3.3066, -1.5382], [1.2558, 1.0686, 2.3735], [2.7589, 0.2590, 2.1486]],
  "forces_ev_per_angstrom": [[1.51, -1.41, 0.34], [0.26, -1.23, 0.87], [-2.43, 1.79, -0.57], [3.83, -1.77, -0.02], [-0.66, -0.62, 1.42], [-0.45, -1.41, 2.37], [1.89, 0.23, 2.60], [0.89, -4.28, 1.31], [-0.98, -0.97, -4.20], [-1.99, 2.92, 3.40], [0.53, -0.13, -1.26], [-0.80, 1.23, -0.40], [-1.19, 0.50, 0.14], [-0.03, -0.44, -0.47], [0.17, 1.29, -2.26], [-0.62, -0.38, -0.59], [0.43, 2.01, -0.96], [-0.61, 0.05, -0.03], [-0.57, -0.41, 0.55], [0.60, 1.11, -1.36], [-1.98, 2.24, -0.66], [-1.04, -0.29, 0.91], [0.76, 1.08, -0.56], [0.34, 1.17, 1.43], [0.25, -1.41, -1.94], [2.20, -1.05, -0.55], [-0.17, 0.09, 0.32], [-0.15, 0.08, 0.18]],
  "lowdin_charge": [-0.03, -0.04, -0.27, -0.24, -0.08, -0.06, -0.02, -0.06, 0.23, 0.11, 0.15, 0.15, 0.14, 0.17, 0.10, 0.11, 0.13, 0.07, 0.14, 0.13, 0.10, 0.18, 0.18, 0.12, 0.15, 0.21, 0.09, 0.11],
  "molar_mass_g_mol": 155.2,
  "e_tot_ha": -478.6431,
  "charge": 2,
  "lumo_ev": -7.0683,
  "orbital_gap_ev": 6.79
}

Entry 4:
{
  "formula": "C8H17N3O4",
  "method": "ωB97M-V with the def2-TZVPD basis set",
  "elements": ["C", "C", "N", "C", "O", "N", "C", "O", "C", "O", "N", "C", "O", "C", "C", "H", "H", "H", "H", "H", "H", "H", "H", "H", "H", "H", "H", "H", "H", "H", "H", "H"],
  "coordinates": [[1.3410, 1.0778, -2.7214], [-0.0092, 1.5477, -2.0251], [-0.6409, 0.4950, -1.2906], [-1.6984, 0.7299, -0.6469], [-2.3964, 1.8916, -0.5442], [-2.2549, -0.3796, 0.0343], [-1.9858, -1.9834, 0.6947], [-2.4251, -2.8723, -0.2548], [-0.4882, -1.9812, 0.9601], [0.2120, -1.8752, -0.2418], [0.0001, -0.9612, 1.9301], [-0.8228, -0.2671, 2.7438], [-1.9772, -0.4607, 3.0150], [1.4069, -0.6071, 1.9410], [1.7677, 0.6219, 1.2731], [1.4362, 1.9328, -3.4907], [2.2323, 1.0255, -2.0986], [1.2833, 0.1700, -3.2087], [-0.7216, 1.8558, -2.7938], [0.1211, 2.3747, -1.3782], [-3.0392, 1.7983, 0.1469], [-3.0892, -0.2089, 0.5060], [-2.5431, -1.8030, 1.5440], [-1.6835, -3.0560, -0.8480], [-0.2249, -2.9332, 1.3425], [-0.2849, -1.0902, -0.6678], [-0.3088, 0.4659, 3.3946], [1.7891, -1.4023, 1.3344], [1.8420, -0.6271, 2.9826], [1.2796, 0.6588, 0.2038], [1.5762, 1.4588, 1.8853], [2.8455, 0.5081, 1.1482]],
  "forces_ev_per_angstrom": [[-1.16, 4.23, 0.20], [0.78, -1.51, -1.20], [0.19, 0.13, -0.12], [-0.86, -3.21, 1.63], [1.20, -0.19, -0.92], [0.34, -0.67, 0.23], [1.82, 3.11, -3.96], [0.35, 0.16, 1.46], [0.78, 0.13, 0.04], [-1.51, 0.79, -0.29], [-1.81, 0.61, 0.09], [1.33, -0.03, 1.37], [-1.78, -0.35, -0.36], [-0.32, -2.26, 1.07], [0.28, 0.46, -3.28], [0.59, -1.50, 0.91], [-0.19, 0.35, 0.32], [-0.63, -1.89, -1.13], [0.28, 0.20, -0.31], [0.60, 1.17, 0.53], [-0.57, -0.02, 0.57], [-1.56, 0.86, 0.63], [-1.55, -0.54, 1.50], [0.11, 0.10, -0.08], [0.22, -1.23, 0.71], [1.53, -0.29, -0.52], [0.51, 0.15, -0.54], [0.95, -0.64, 0.13], [-0.59, -0.31, -0.96], [0.90, 0.24, 2.21], [-0.39, 1.33, 0.30], [0.16, 0.61, -0.23]],
  "lowdin_charge": [-0.06, -0.26, 0.02, -0.47, 0.12, 0.12, -0.16, 0.06, -0.30, -0.03, -0.01, -0.33, 0.02, -0.26, -0.08, 0.09, 0.05, 0.03, 0.11, 0.09, 0.10, 0.06, 0.10, 0.11, 0.15, 0.07, 0.14, 0.11, 0.15, 0.10, 0.06, 0.09],
  "molar_mass_g_mol": 219.2,
  "e_tot_ha": -780.1822,
  "lumo_ev": 0.6250,
  "orbital_gap_ev": 9.29
}

What did the third record say?
{
  "formula": "C8H17N3",
  "method": "ωB97M-V with the def2-TZVPD basis set",
  "elements": ["C", "C", "C", "C", "C", "C", "C", "C", "N", "N", "N", "H", "H", "H", "H", "H", "H", "H", "H", "H", "H", "H", "H", "H", "H", "H", "H", "H"],
  "coordinates": [[3.3104, 1.0154, -0.2518], [3.7760, 1.9250, -1.1177], [2.0626, 1.2090, 0.4825], [1.0513, 1.9976, -0.0942], [2.8724, 3.0745, -1.4189], [-0.1408, 2.5230, 0.5510], [-3.5609, -3.2926, 0.0632], [-4.0578, -4.5873, -0.1394], [-4.3674, -5.3404, 0.9258], [1.4477, 2.5544, -1.4715], [1.9434, 0.6985, 1.7542], [3.9356, 0.1107, 0.0269], [4.8025, 1.7891, -1.5366], [2.8870, 3.8557, -0.6289], [3.1635, 3.4536, -2.3273], [0.1742, 3.2099, 1.3824], [-0.6647, 1.5938, 1.0514], [-0.7806, 3.0498, -0.1364], [-2.7254, -2.9318, -0.5705], [-3.4790, -3.2623, 1.1936], [-4.4404, -2.8069, -0.1795], [-3.9731, -4.9953, -1.1709], [-4.8497, -6.2705, 0.8781], [-4.2704, -5.0661, 1.8612], [1.2049, 1.8589, -2.1105], [0.6640, 3.3066, -1.5382], [1.2558, 1.0686, 2.3735], [2.7589, 0.2590, 2.1486]],
  "forces_ev_per_angstrom": [[1.51, -1.41, 0.34], [0.26, -1.23, 0.87], [-2.43, 1.79, -0.57], [3.83, -1.77, -0.02], [-0.66, -0.62, 1.42], [-0.45, -1.41, 2.37], [1.89, 0.23, 2.60], [0.89, -4.28, 1.31], [-0.98, -0.97, -4.20], [-1.99, 2.92, 3.40], [0.53, -0.13, -1.26], [-0.80, 1.23, -0.40], [-1.19, 0.50, 0.14], [-0.03, -0.44, -0.47], [0.17, 1.29, -2.26], [-0.62, -0.38, -0.59], [0.43, 2.01, -0.96], [-0.61, 0.05, -0.03], [-0.57, -0.41, 0.55], [0.60, 1.11, -1.36], [-1.98, 2.24, -0.66], [-1.04, -0.29, 0.91], [0.76, 1.08, -0.56], [0.34, 1.17, 1.43], [0.25, -1.41, -1.94], [2.20, -1.05, -0.55], [-0.17, 0.09, 0.32], [-0.15, 0.08, 0.18]],
  "lowdin_charge": [-0.03, -0.04, -0.27, -0.24, -0.08, -0.06, -0.02, -0.06, 0.23, 0.11, 0.15, 0.15, 0.14, 0.17, 0.10, 0.11, 0.13, 0.07, 0.14, 0.13, 0.10, 0.18, 0.18, 0.12, 0.15, 0.21, 0.09, 0.11],
  "molar_mass_g_mol": 155.2,
  "e_tot_ha": -478.6431,
  "charge": 2,
  "lumo_ev": -7.0683,
  "orbital_gap_ev": 6.79
}